# 1
# C5H14S

A 2-piece molecular cluster, C5H14S overall in a non-equilibrium geometry (ωB97M-V with the def2-TZVPD basis set, the Open Molecules 2025 dataset).

The geometry in XYZ format:
```
20
Properties=species:S:1:pos:R:3:lowdin_spin:R:1
C -2.50 -0.89 1.20 0.001
C -1.52 -0.94 2.37 0.000
H -2.07 -1.40 0.34 0.000
H -3.38 -1.48 1.45 0.000
H -2.86 0.09 0.93 0.000
H -0.55 -0.45 2.20 0.000
H -1.19 -1.98 2.43 0.000
H -1.90 -0.59 3.32 0.000
C 0.84 0.72 -0.13 0.082
C 0.54 1.88 -1.10 0.025
C 2.43 -0.59 -2.09 0.088
S 2.39 -0.12 -0.40 0.730
H 0.90 1.16 0.86 0.000
H 0.06 -0.06 -0.16 0.029
H -0.53 2.03 -1.14 0.000
H 0.99 1.79 -2.08 0.001
H 2.01 0.18 -2.74 0.009
H 3.49 -0.64 -2.32 0.005
H 1.91 -1.55 -2.22 0.029
H 0.93 2.83 -0.71 0.001
```

E_HOMO (alpha / beta)	-14.68 / -14.68	eV
<S²>	0.7530
total charge	+1
2S+1	2

# 2
# C4H37N2O13

A 14-piece molecular cluster, C4H37N2O13 overall in a non-equilibrium geometry (ωB97M-V with the def2-TZVPD basis set, the Open Molecules 2025 dataset).

The geometry in XYZ format:
```
56
Properties=species:S:1:pos:R:3:mulliken_charge:R:1
C 3.57 -1.07 0.95 -1.233
C 2.53 -0.04 1.32 -0.748
C 1.49 0.15 0.22 0.092
C 1.73 1.07 -0.73 -0.332
N 1.02 1.18 -1.90 -0.174
N 0.40 -0.83 0.12 0.354
H 4.29 -0.61 0.24 0.321
H 3.20 -2.06 0.60 0.223
H 4.18 -1.40 1.77 0.463
H 1.91 -0.28 2.21 0.304
H 2.87 0.98 1.59 0.248
H 2.61 1.73 -0.68 0.529
H 0.03 0.97 -1.90 -0.016
H 1.10 1.96 -2.54 0.317
H 0.30 -1.15 -0.84 0.443
H 0.60 -1.70 0.62 0.211
H -0.45 -0.40 0.54 0.163
H -2.12 0.54 -2.12 0.385
H -1.81 1.26 -3.41 0.277
O -1.91 1.45 -2.47 -0.698
H 2.45 -1.21 -4.13 0.326
H 2.02 0.24 -4.73 0.322
O 1.94 -0.71 -4.78 -0.698
H -2.16 -2.83 1.41 0.250
H -2.89 -1.43 1.28 0.348
O -2.69 -2.27 0.82 -0.551
H 0.69 -4.50 1.07 0.266
H 2.14 -4.13 1.42 0.299
O 1.33 -3.78 1.03 -0.583
H -4.86 -0.49 1.81 0.292
H -4.00 -0.24 2.99 0.311
O -3.97 -0.18 2.03 -0.634
H -2.96 -4.13 -1.00 0.278
H -3.86 -2.84 -0.82 0.309
O -3.25 -3.30 -1.39 -0.632
H -0.67 4.85 2.64 0.299
H -1.21 3.72 1.72 0.438
O -0.35 4.08 2.14 -0.692
H -2.09 2.92 -0.02 0.313
H -2.41 1.87 1.01 0.251
O -2.07 2.77 0.94 -0.656
H 0.14 0.33 2.72 0.324
H -0.56 -0.99 3.28 0.262
O -0.48 -0.43 2.51 -0.528
H 1.36 2.27 2.15 0.276
H 0.05 2.55 2.90 0.385
O 0.75 1.86 2.77 -0.707
H -0.73 -1.54 -4.62 0.290
H 0.26 -0.52 -4.11 0.382
O -0.72 -0.71 -4.12 -0.659
H -1.23 -1.22 -2.54 0.390
H -2.15 -1.73 -1.28 0.328
O -1.56 -1.01 -1.62 -0.725
H 3.42 3.67 1.40 0.254
H 2.11 4.01 0.59 0.274
O 2.68 3.30 0.90 -0.530
```

E_HOMO	-10.98	eV
total charge	+1

# 3
# C48H43AlN3O4S3

C48H43AlN3O4S3 as an isolated structure (ωB97M-V with the def2-TZVPD basis set, the Open Molecules 2025 dataset).

The geometry in XYZ format:
```
102
Properties=species:S:1:pos:R:3:mulliken_charge:R:1
Al -1.96 0.63 0.64 -0.810
C 2.86 1.92 6.35 -1.599
C 2.60 1.66 4.89 1.030
C 3.22 2.41 3.90 -0.983
C 2.95 2.20 2.55 -0.515
C 2.05 1.21 2.21 -0.059
C 1.41 0.44 3.17 -0.017
C 1.69 0.66 4.51 -0.788
S 1.61 1.02 0.49 2.164
O 2.29 2.10 -0.26 -0.863
C 2.49 -0.52 0.10 0.373
C 3.38 -1.16 1.00 -0.605
C 4.04 -2.29 0.62 -1.460
C 3.87 -2.83 -0.68 0.982
C 4.56 -4.00 -1.09 -0.998
C 4.39 -4.51 -2.34 -0.808
C 3.50 -3.88 -3.24 -0.874
C 2.82 -2.76 -2.88 -1.001
C 2.98 -2.20 -1.58 0.950
C 2.28 -1.03 -1.16 0.131
C 1.42 -0.33 -2.16 -1.750
C 2.05 0.52 -3.11 0.886
C 3.45 0.78 -3.06 -1.020
C 4.03 1.60 -3.97 -0.849
C 3.27 2.21 -4.99 -0.642
C 1.93 1.98 -5.07 -1.131
C 1.28 1.13 -4.14 0.735
C -0.10 0.87 -4.23 -0.959
C -0.70 0.05 -3.33 -1.228
C 0.07 -0.55 -2.29 2.420
S -0.98 -1.54 -1.28 0.077
O -1.11 -0.85 0.10 0.944
C -0.18 -3.04 -0.84 0.410
C -0.31 -4.08 -1.76 -0.729
C 0.30 -5.29 -1.48 -0.851
C 0.99 -5.48 -0.29 1.094
C 1.65 -6.81 0.00 -1.747
C 1.06 -4.44 0.63 -0.971
C 0.48 -3.21 0.37 0.068
H 3.74 2.55 6.48 0.388
H 3.02 0.99 6.89 0.378
H 2.01 2.43 6.80 0.289
H 3.92 3.19 4.18 0.348
H 3.41 2.79 1.77 0.549
H 0.69 -0.32 2.89 0.326
H 1.19 0.08 5.27 0.424
H 3.54 -0.74 1.98 0.583
H 4.72 -2.77 1.30 0.425
H 5.23 -4.48 -0.38 0.472
H 4.92 -5.40 -2.64 0.440
H 3.38 -4.29 -4.24 0.477
H 2.15 -2.28 -3.59 0.480
H 4.04 0.33 -2.27 0.486
H 5.10 1.79 -3.91 0.453
H 3.75 2.87 -5.70 0.414
H 1.33 2.44 -5.85 0.456
H -0.68 1.33 -5.02 0.443
H -1.76 -0.15 -3.38 0.512
H -0.85 -3.93 -2.69 0.509
H 0.22 -6.10 -2.20 0.426
H 0.90 -7.59 0.10 0.399
H 2.24 -6.77 0.91 0.378
H 2.31 -7.10 -0.82 0.380
H 1.59 -4.58 1.56 0.324
H 0.54 -2.40 1.08 0.651
O -1.15 2.87 3.70 -0.692
C -1.13 2.59 2.53 0.750
O -1.58 1.41 2.11 -0.386
C -0.59 3.53 1.49 0.484
C 0.19 4.57 2.01 -0.986
C 0.78 5.52 1.20 -0.754
C 0.57 5.45 -0.17 -0.706
C -0.21 4.45 -0.71 -0.892
C -0.80 3.47 0.10 0.918
S -1.78 2.29 -0.83 -0.194
H 0.33 4.60 3.08 0.550
H 1.39 6.31 1.63 0.418
H 1.02 6.19 -0.83 0.420
H -0.36 4.39 -1.78 0.492
C -6.60 2.90 0.47 -0.636
C -5.45 3.21 1.40 -0.692
N -4.57 2.05 1.49 -0.102
C -4.77 0.86 0.91 0.813
N -3.75 0.01 0.78 0.427
C -4.15 -1.38 0.52 -0.549
C -5.09 -1.41 -0.67 -0.383
C -6.34 -0.62 -0.30 -0.853
N -6.02 0.54 0.54 0.101
C -7.10 1.50 0.80 -0.827
H -6.27 2.92 -0.58 0.289
H -7.40 3.63 0.59 0.416
H -5.82 3.45 2.39 0.406
H -4.87 4.06 1.04 0.347
H -3.65 2.19 1.89 -0.142
H -4.63 -1.80 1.41 0.380
H -3.26 -1.97 0.33 -0.002
H -5.37 -2.43 -0.94 0.502
H -4.59 -0.95 -1.52 0.101
H -7.04 -1.25 0.24 0.347
H -6.85 -0.26 -1.20 0.484
H -7.40 1.44 1.85 0.295
H -7.95 1.21 0.18 0.438
```

E_HOMO	-9.96	eV
total charge	+1

# 4
# C4H3N

C4H3N as an isolated structure in a non-equilibrium geometry (ωB97M-V with the def2-TZVPD basis set, the Open Molecules 2025 dataset).

The geometry in XYZ format:
```
8
Properties=species:S:1:pos:R:3:mulliken_charge:R:1
C 1.05 0.64 -0.15 -0.146
C 0.20 -0.41 0.24 -0.171
C 0.09 1.39 0.51 -0.760
C -0.91 0.39 0.23 0.775
N -2.12 0.17 -0.10 -0.707
H 1.99 0.42 -0.50 0.409
H 0.35 -1.44 0.65 0.344
H -2.08 -0.80 -0.38 0.256
```

E_HOMO (alpha / beta)	-8.85 / -8.85	eV

# 5
# C16H30O9

A 5-piece molecular cluster, C16H30O9 overall (ωB97M-V with the def2-TZVPD basis set, the Open Molecules 2025 dataset).

The geometry in XYZ format:
```
55
Properties=species:S:1:pos:R:3:mulliken_charge:R:1
O 0.89 5.49 0.14 -0.542
C -0.07 4.85 -0.13 0.568
O -0.19 3.51 0.08 -0.300
C -1.44 3.11 -0.51 -0.413
C -2.23 4.37 -0.32 0.396
C -3.49 4.57 -1.11 -0.660
O -4.51 3.67 -0.73 -0.375
O -4.91 4.02 0.60 -0.255
O -1.22 5.34 -0.67 -0.418
H -1.82 2.19 -0.08 0.395
H -1.25 2.96 -1.58 0.221
H -2.41 4.51 0.75 0.339
H -3.33 4.35 -2.17 0.327
H -3.83 5.61 -1.03 0.364
H -4.61 3.25 1.10 0.333
C 1.41 0.57 -0.08 -0.731
C 0.28 -0.27 0.44 0.904
C 0.67 -1.50 1.21 -0.845
O -0.88 0.02 0.24 -0.554
H 1.01 1.43 -0.62 0.110
H 2.03 0.92 0.75 0.328
H 2.03 -0.03 -0.75 0.203
H 1.26 -1.22 2.09 0.329
H 1.30 -2.13 0.58 -0.012
H -0.22 -2.04 1.53 0.330
C 3.37 -3.21 -3.68 -1.125
C 2.76 -3.08 -2.30 0.858
C 2.30 -4.36 -1.67 -0.624
O 2.68 -2.01 -1.75 -0.527
H 3.69 -2.24 -4.04 0.322
H 4.23 -3.89 -3.64 0.218
H 2.65 -3.64 -4.37 0.336
H 3.15 -5.04 -1.59 0.019
H 1.54 -4.84 -2.30 0.344
H 1.88 -4.17 -0.68 0.176
C 7.17 -5.79 -1.77 -1.017
C 6.07 -6.75 -1.41 0.820
C 6.48 -8.04 -0.75 -1.150
O 4.91 -6.50 -1.64 -0.548
H 6.76 -4.90 -2.24 0.207
H 7.73 -5.51 -0.88 0.327
H 7.88 -6.26 -2.46 0.339
H 7.02 -7.83 0.17 0.338
H 7.17 -8.59 -1.41 0.337
H 5.61 -8.65 -0.54 0.294
C -8.02 4.07 3.93 -1.144
C -6.53 4.31 3.92 0.929
C -6.08 5.75 3.93 -1.168
O -5.73 3.40 3.90 -0.564
H -8.22 3.00 3.92 0.308
H -8.47 4.52 4.81 0.343
H -8.47 4.54 3.05 0.313
H -6.47 6.26 4.82 0.405
H -6.47 6.27 3.05 0.316
H -4.99 5.80 3.93 0.276
```

SMILES	O=C1OC[C@H](COO)O1.CC(C)=O.CC(C)=O.CC(C)=O.CC(C)=O
E_HOMO	-9.32	eV

# 6
# C3H14NO2S2

C3H14NO2S2 as an isolated structure in a non-equilibrium geometry (ωB97M-V with the def2-TZVPD basis set, the Open Molecules 2025 dataset).

The geometry in XYZ format:
```
22
Properties=species:S:1:pos:R:3:mulliken_charge:R:1
N 1.69 -0.82 -0.21 -0.225
C 1.33 0.14 0.80 0.285
C 1.01 -0.54 2.14 -0.930
C 0.09 0.93 0.32 -0.385
S 0.49 1.71 -1.27 0.043
S -3.46 -1.40 -0.45 -0.336
H 2.30 -1.65 -0.09 0.278
H 1.19 -0.77 -1.12 0.200
H -2.22 -0.58 -1.53 0.137
H 2.22 0.79 0.84 0.377
H 1.70 -1.33 2.51 0.449
H 0.91 0.26 2.91 0.369
H 0.03 -1.01 1.91 0.142
H -0.84 0.35 0.23 -0.054
H -0.16 1.70 1.07 0.461
H -4.00 -0.61 -1.41 0.269
H 4.14 2.72 -1.02 0.317
H 2.61 2.21 -0.98 0.258
O 3.55 1.99 -0.83 -0.568
H -2.28 -1.68 0.53 0.376
H -1.74 -2.61 2.00 0.283
O -1.35 -2.07 1.30 -0.746
```

E_HOMO	-13.74	eV
total charge	+1

# 7
# C11H12BrClIrN2O6S

C11H12BrClIrN2O6S as an isolated structure (ωB97M-V with the def2-TZVPD basis set, the Open Molecules 2025 dataset).

The geometry in XYZ format:
```
35
Properties=species:S:1:pos:R:3:lowdin_spin:R:1
Ir -1.91 0.49 1.60 0.534
O 1.11 2.23 3.85 0.002
Cl 0.15 1.23 3.74 0.009
O -0.81 1.21 4.79 0.004
O 0.63 -0.05 3.41 0.004
O -0.73 1.72 2.44 0.017
Br 3.39 0.86 -9.93 0.000
C 4.04 1.60 -8.34 0.000
C 5.23 2.33 -8.34 0.000
C 5.74 2.89 -7.18 0.000
C 5.08 2.74 -5.98 0.000
C 3.88 2.00 -6.00 0.000
C 3.34 1.42 -7.17 0.000
C 3.20 1.84 -4.80 0.000
O 2.66 1.71 -3.82 0.000
O -1.61 -0.51 0.30 0.436
H 5.76 2.46 -9.28 0.000
H 6.67 3.45 -7.21 0.000
H 5.46 3.17 -5.06 0.000
H 2.42 0.86 -7.14 0.000
S -3.88 0.21 2.52 -0.007
C -3.60 -1.16 3.64 0.001
N -2.82 -1.01 4.68 0.001
C -2.62 -2.09 5.67 0.000
C -3.87 -2.95 5.72 0.000
C -4.23 -3.42 4.32 0.000
N -4.27 -2.26 3.42 -0.001
H -2.31 -0.14 4.80 0.000
H -2.43 -1.61 6.63 0.000
H -1.74 -2.66 5.39 0.000
H -4.69 -2.39 6.15 0.000
H -3.69 -3.82 6.36 0.000
H -5.21 -3.90 4.30 0.000
H -3.49 -4.13 3.94 0.000
H -4.86 -2.30 2.60 0.000
```

E_HOMO (alpha / beta)	-14.87 / -14.87	eV
<S²>	0.7579
total charge	+2
2S+1	2

# 8
# C26H62N10O17S

A 11-piece molecular cluster, C26H62N10O17S overall in a non-equilibrium geometry (ωB97M-V with the def2-TZVPD basis set, the Open Molecules 2025 dataset).

The geometry in XYZ format:
```
116
Properties=species:S:1:pos:R:3:mulliken_charge:R:1
C -5.64 -0.84 2.68 -0.419
N -6.98 -0.34 3.06 0.969
O -7.93 -0.84 2.51 -0.553
O -7.03 0.52 3.92 -0.591
H -5.37 -1.65 3.36 0.307
H -4.89 -0.06 2.77 0.172
H -5.70 -1.23 1.67 0.074
C -4.09 -2.43 -0.49 -0.671
N -5.18 -3.42 -0.56 1.132
O -5.58 -3.87 0.50 -0.613
O -5.64 -3.68 -1.65 -0.593
H -3.64 -2.31 -1.47 0.133
H -3.32 -2.78 0.19 0.141
H -4.44 -1.48 -0.11 0.468
C 0.96 -0.42 -3.66 -0.817
N 1.13 0.96 -4.17 1.117
O 2.18 1.53 -3.98 -0.577
O 0.18 1.44 -4.76 -0.577
H 0.61 -0.38 -2.63 0.108
H 1.88 -0.99 -3.68 0.397
H 0.24 -0.89 -4.32 0.408
O -0.37 -3.22 3.06 -0.557
S -1.12 -4.32 2.61 1.097
O -2.37 -4.14 1.99 -0.450
O -0.15 -5.19 1.67 -0.110
C 0.33 -6.35 2.34 -0.341
C 0.00 -6.14 3.80 -0.494
O -1.24 -5.43 3.74 -0.361
H -0.17 -7.23 1.93 0.305
H 1.40 -6.45 2.15 0.297
H 0.74 -5.54 4.34 0.290
H -0.17 -7.08 4.32 0.322
C 6.24 -2.04 -1.79 -0.969
N 4.89 -1.53 -1.61 0.287
C 4.48 -0.47 -2.49 -0.133
C 3.99 -2.18 -0.86 -0.035
O 2.81 -1.90 -0.75 -0.618
H 6.57 -2.60 -0.91 0.320
H 6.90 -1.20 -1.97 0.304
H 6.30 -2.73 -2.64 0.359
H 4.99 0.47 -2.30 0.090
H 4.77 -0.73 -3.52 0.369
H 3.41 -0.34 -2.45 -0.385
H 4.44 -3.06 -0.36 0.358
C 0.30 1.24 0.04 0.623
N -0.63 0.21 0.40 1.030
C -0.10 -1.09 0.72 0.340
C -1.90 0.51 0.73 -0.093
O -2.73 -0.29 1.14 -0.602
H 0.91 1.63 0.85 -0.532
H -0.22 2.11 -0.36 -0.048
H 1.01 0.92 -0.72 -0.230
H 0.28 -1.04 1.75 0.265
H -0.89 -1.85 0.70 -0.794
H 0.66 -1.44 0.03 -0.107
H -2.15 1.55 0.44 0.136
C -3.71 4.83 2.12 -0.882
N -2.36 4.92 1.59 0.272
C -2.02 6.05 0.76 -0.874
C -1.38 4.12 2.06 0.111
O -0.20 4.23 1.80 -0.636
H -3.89 5.59 2.88 0.318
H -3.86 3.84 2.53 0.259
H -4.41 5.01 1.31 0.317
H -2.13 6.98 1.32 0.328
H -1.00 5.94 0.40 0.156
H -2.72 6.13 -0.08 0.343
H -1.76 3.31 2.70 0.340
C 2.18 1.13 3.30 -0.293
N 3.42 0.42 3.51 0.116
C 3.54 -0.33 4.75 -0.938
C 4.34 0.30 2.53 0.500
O 5.37 -0.33 2.60 -0.659
H 2.18 1.45 2.27 -0.412
H 2.11 1.99 3.97 0.358
H 1.31 0.50 3.48 0.288
H 4.55 -0.69 4.86 0.334
H 3.31 0.32 5.60 0.320
H 2.81 -1.14 4.77 0.262
H 4.04 0.86 1.62 0.030
C 4.70 5.06 -2.13 -0.979
N 3.65 4.33 -1.51 0.220
C 2.44 5.05 -1.20 -0.765
C 3.78 3.05 -1.13 0.228
O 2.96 2.43 -0.48 -0.314
H 5.64 4.50 -2.15 0.319
H 4.93 5.98 -1.59 0.316
H 4.47 5.35 -3.16 0.337
H 2.68 5.96 -0.63 0.311
H 1.93 5.38 -2.11 0.344
H 1.77 4.42 -0.63 0.030
H 4.71 2.58 -1.49 -0.022
C -1.85 3.83 -2.94 -0.885
N -2.69 2.95 -2.17 0.200
C -2.49 1.52 -2.36 -0.586
C -3.62 3.40 -1.31 0.125
O -4.40 2.71 -0.68 -0.581
H -1.88 3.56 -4.00 0.318
H -0.82 3.80 -2.58 0.226
H -2.19 4.86 -2.82 0.350
H -2.41 1.35 -3.44 0.400
H -1.49 1.23 -2.01 -0.152
H -3.30 0.95 -1.92 0.393
H -3.59 4.50 -1.23 0.246
C 0.67 -5.10 -1.44 -0.947
N -0.64 -4.61 -1.79 0.235
C -0.63 -3.33 -2.42 -0.565
C -1.78 -5.31 -1.59 0.178
O -2.88 -4.96 -1.93 -0.552
H 0.67 -6.08 -0.96 0.335
H 1.14 -4.37 -0.77 0.242
H 1.31 -5.13 -2.33 0.333
H -0.20 -3.41 -3.43 0.418
H -1.64 -2.95 -2.59 0.268
H -0.06 -2.59 -1.85 -0.216
H -1.56 -6.27 -1.09 0.290
```

SMILES	C[N+](=O)[O-].C[N+](=O)[O-].C[N+](=O)[O-].O=S1(=O)OCCO1.CN(C)C=O.CN(C)C=O.CN(C)C=O.CN(C)C=O.CN(C)C=O.CN(C)C=O.CN(C)C=O
E_HOMO	-9.10	eV

# 9
# C2H4N2O3

A single C2H4N2O3 molecule in a non-equilibrium geometry (ωB97M-V with the def2-TZVPD basis set, the Open Molecules 2025 dataset).

The geometry in XYZ format:
```
11
Properties=species:S:1:pos:R:3:mulliken_charge:R:1
H -1.15 -1.54 0.92 0.302
N -0.44 -1.46 0.27 -0.633
C -0.11 -0.24 0.08 0.562
N -0.80 0.80 0.65 -0.236
O -2.19 0.73 1.36 -0.428
O 0.83 0.32 -0.86 -0.243
C 2.18 -0.17 -0.94 0.256
O 2.86 -0.92 -0.19 -0.439
H -0.82 1.68 0.28 0.263
H -2.77 0.32 0.47 0.370
H 2.39 0.49 -2.04 0.226
```

SMILES	[H]/N=C(\NO)OC=O
E_HOMO	-9.97	eV

# 10
# C17H36As3OS6Sc

C17H36As3OS6Sc as an isolated structure (ωB97M-V with the def2-TZVPD basis set, the Open Molecules 2025 dataset).

The geometry in XYZ format:
```
64
Properties=species:S:1:pos:R:3:mulliken_charge:R:1
Sc -0.84 -0.65 0.33 -0.282
C -1.29 -0.43 -3.47 -1.169
As -0.66 0.73 -2.05 0.716
C 0.87 1.55 -2.89 -1.194
C -2.10 2.04 -2.05 -1.444
C -2.10 3.24 -1.09 1.586
C -3.12 4.23 -1.66 -2.156
C -2.62 2.85 0.31 -1.637
As -1.55 1.71 1.49 1.106
C -0.28 2.85 2.36 -1.302
C -2.83 1.36 2.90 -1.214
C -0.71 3.89 -1.03 -1.193
As -0.58 5.61 -0.04 0.278
C -0.88 6.85 -1.51 -1.169
C 1.37 5.66 -0.08 -1.095
H -1.43 0.19 -4.36 0.393
H -2.24 -0.89 -3.18 0.328
H -0.55 -1.20 -3.68 0.441
H 0.50 2.17 -3.70 0.394
H 1.50 0.76 -3.29 0.498
H 1.44 2.16 -2.19 0.316
H -3.02 1.45 -1.93 0.591
H -2.10 2.40 -3.09 0.709
H -4.09 3.75 -1.79 0.480
H -2.80 4.60 -2.63 0.481
H -3.27 5.08 -1.00 0.476
H -3.58 2.35 0.23 0.690
H -2.76 3.75 0.91 0.659
H -0.79 3.79 2.61 0.478
H 0.58 3.07 1.73 0.246
H 0.06 2.37 3.28 0.526
H -3.22 2.32 3.23 0.455
H -2.34 0.86 3.73 0.381
H -3.64 0.74 2.52 0.338
H -0.34 4.07 -2.04 0.982
H 0.02 3.22 -0.55 -0.123
H -1.94 6.99 -1.69 0.350
H -0.40 6.49 -2.42 0.350
H -0.44 7.80 -1.23 0.427
H 1.78 4.87 0.55 0.237
H 1.71 6.61 0.32 0.419
H 1.74 5.55 -1.10 0.356
C 2.89 -0.73 2.99 -1.177
S 1.13 -0.56 3.11 0.613
C 0.74 -1.98 4.08 -1.119
O 0.64 -0.91 1.68 -0.510
H 3.29 -0.67 4.00 0.472
H 3.27 0.10 2.39 0.394
H 3.12 -1.69 2.52 0.387
H 1.20 -1.83 5.06 0.548
H 1.14 -2.87 3.60 0.349
H -0.34 -2.03 4.19 0.295
C -1.27 -4.63 2.40 -1.106
S -1.79 -3.07 1.64 0.398
C -3.14 -3.52 0.62 -0.079
C -3.70 -2.58 -0.14 0.020
S -3.19 -0.89 -0.21 -0.238
S -5.04 -3.07 -1.14 -0.012
C -5.06 -4.75 -0.66 0.098
S -6.08 -5.85 -1.23 -0.124
S -3.79 -5.13 0.51 -0.061
H -0.63 -4.37 3.24 0.281
H -0.74 -5.27 1.71 0.411
H -2.16 -5.13 2.80 0.451
```

E_HOMO	-12.40	eV
total charge	+2

no.,calculated total energy (a.u.)
1,-596.752638
2,-1262.018972
3,-3757.204484
4,-208.759464
5,-1304.718722
6,-1123.742773
7,-4523.129749
8,-3252.410415
9,-413.686810
10,-10601.271741